Record 1
{
  "formula": "C29H24Cl2F4N3O5Re",
  "method": "ωB97M-V with the def2-TZVPD basis set",
  "s2": 3.79,
  "gap_ev": [6.21, 5.23],
  "e_tot_ha": -3057.8650,
  "lumo_ev": [-3.838, -4.819],
  "charge": 1,
  "homo_energy_ev": [-10.051, -10.048],
  "multiplicity": 4,
  "species": ["Re", "C", "C", "N", "C", "C", "C", "C", "N", "C", "C", "F", "C", "F", "C", "C", "F", "C", "F", "H", "H", "H", "H", "H", "H", "H", "H", "H", "H", "H", "H", "H", "H", "H", "Cl", "C", "C", "C", "Cl", "C", "C", "C", "C", "N", "C", "C", "O", "H", "H", "H", "H", "O", "C", "O", "C", "C", "C", "C", "O", "C", "O", "C", "C", "H", "H", "H", "H", "H"],
  "xyz": [[0.035, -0.589, -0.518], [1.937, -3.672, 0.277], [0.430, -3.727, 0.052], [-0.068, -2.835, -1.016], [-1.532, -3.054, -1.163], [-2.377, -2.357, -0.102], [0.612, -3.106, -2.310], [1.397, -1.862, -2.767], [0.564, -0.706, -2.470], [0.090, 0.041, -3.503], [-1.217, 0.557, -3.402], [-1.903, 0.216, -2.273], [-1.800, 1.287, -4.417], [-3.045, 1.740, -4.274], [-1.111, 1.522, -5.598], [0.180, 1.034, -5.725], [0.857, 1.246, -6.852], [0.788, 0.334, -4.693], [2.074, -0.045, -4.819], [2.171, -4.208, 1.195], [2.493, -4.143, -0.531], [2.277, -2.644, 0.386], [0.138, -4.760, -0.176], [-0.066, -3.435, 0.980], [-1.835, -2.669, -2.140], [-1.730, -4.132, -1.144], [-2.290, -1.265, -0.162], [-3.423, -2.600, -0.276], [-2.119, -2.675, 0.904], [1.284, -3.961, -2.237], [-0.134, -3.343, -3.072], [2.341, -1.787, -2.217], [1.624, -1.961, -3.830], [-1.571, 2.069, -6.404], [-0.021, -1.810, 4.426], [1.251, -1.112, 3.521], [2.478, -0.845, 4.125], [3.510, -0.253, 3.425], [4.998, 0.075, 4.210], [3.360, 0.075, 2.052], [4.318, 0.728, 1.260], [4.033, 0.976, -0.064], [2.828, 0.549, -0.612], [1.904, -0.075, 0.109], [2.138, -0.272, 1.434], [1.035, -0.815, 2.164], [-0.072, -1.009, 1.540], [2.618, -1.108, 5.163], [5.251, 1.047, 1.699], [4.729, 1.507, -0.691], [2.601, 0.747, -1.651], [0.975, 2.205, 1.087], [-0.219, 2.095, 0.848], [-0.695, 1.294, -0.045], [-1.242, 2.873, 1.615], [-0.846, 4.018, 2.309], [-1.729, 4.720, 3.117], [-3.010, 4.220, 3.224], [-4.047, 4.674, 3.964], [-5.102, 3.755, 3.785], [-4.705, 2.787, 2.838], [-3.412, 3.065, 2.527], [-2.550, 2.386, 1.704], [0.176, 4.347, 2.211], [-1.433, 5.602, 3.658], [-6.004, 4.277, 3.432], [-5.328, 3.264, 4.746], [-2.855, 1.504, 1.169]]
}

Record 2
{
  "formula": "C8H6BrI",
  "method": "ωB97M-V with the def2-TZVPD basis set",
  "gap_ev": 9.53,
  "e_tot_ha": -3180.0970,
  "lumo_ev": 0.222,
  "charge": 0,
  "homo_energy_ev": -9.307,
  "multiplicity": 1,
  "species": ["C", "C", "C", "C", "C", "C", "C", "C", "Br", "I", "H", "H", "H", "H", "H", "H"],
  "xyz": [[2.161, 0.271, 0.365], [1.534, 0.211, 1.599], [1.458, 0.190, -0.838], [0.147, 0.072, 1.719], [0.094, 0.039, -0.731], [-0.499, -0.012, 0.524], [-1.128, -0.162, -1.583], [-2.031, -0.294, -0.325], [-2.727, -2.060, 0.000], [-3.504, 1.226, -0.046], [3.237, 0.374, 0.341], [2.125, 0.260, 2.502], [1.966, 0.226, -1.790], [-0.346, 0.037, 2.677], [-1.388, 0.684, -2.219], [-1.100, -1.064, -2.195]]
}

Record 3
{
  "formula": "C17H33N5O4",
  "method": "ωB97M-V with the def2-TZVPD basis set",
  "gap_ev": 9.51,
  "smiles": "N#C[C@H](N)[C@@](C#N)(CC=O)C[C@@H]1CO1.COC[C@@H](C)N.COC[C@@H](C)N",
  "e_tot_ha": -1242.1088,
  "lumo_ev": 0.234,
  "charge": 0,
  "homo_energy_ev": -9.280,
  "multiplicity": 1,
  "species": ["N", "C", "C", "N", "C", "C", "N", "C", "C", "O", "C", "C", "C", "O", "H", "H", "H", "H", "H", "H", "H", "H", "H", "H", "H", "C", "O", "C", "C", "C", "N", "H", "H", "H", "H", "H", "H", "H", "H", "H", "H", "H", "C", "O", "C", "C", "C", "N", "H", "H", "H", "H", "H", "H", "H", "H", "H", "H", "H"],
  "xyz": [[-2.574, 0.706, -1.007], [-1.596, 0.469, -0.484], [-0.350, -0.297, 0.021], [0.923, 0.327, -0.429], [-0.443, -1.860, -0.199], [-1.869, -2.288, 0.214], [-2.836, -2.573, 0.726], [-0.197, -2.408, -1.676], [-0.273, -1.377, -2.845], [-1.154, -1.274, -3.637], [0.560, -2.502, 0.842], [0.417, -4.119, 0.714], [-0.595, -4.767, 1.748], [0.912, -4.879, 1.837], [-0.370, -0.139, 1.130], [1.509, -0.474, -0.682], [1.368, 0.761, 0.379], [-0.998, -3.162, -1.877], [0.758, -2.984, -1.761], [0.632, -0.686, -2.984], [1.616, -2.271, 0.583], [0.289, -2.273, 1.891], [0.460, -4.569, -0.321], [-1.077, -5.582, 1.186], [-1.043, -4.147, 2.536], [-5.334, 2.178, 5.125], [-5.173, 1.255, 4.062], [-4.948, 1.847, 2.791], [-3.486, 2.250, 2.528], [-3.071, 3.534, 3.240], [-2.554, 1.178, 2.896], [-5.848, 3.088, 4.803], [-4.366, 2.426, 5.566], [-5.935, 1.696, 5.898], [-5.219, 1.079, 2.060], [-5.632, 2.688, 2.628], [-3.389, 2.432, 1.453], [-2.905, 3.386, 4.308], [-2.135, 3.911, 2.822], [-3.827, 4.314, 3.116], [-2.779, 0.350, 2.347], [-2.774, 0.900, 3.851], [2.454, 1.283, -3.576], [3.019, 0.082, -3.066], [4.243, -0.295, -3.682], [5.485, 0.418, -3.117], [5.638, 1.854, -3.607], [5.494, 0.413, -1.650], [2.633, 1.405, -4.648], [2.841, 2.143, -3.028], [1.377, 1.244, -3.408], [4.352, -1.365, -3.483], [4.177, -0.187, -4.772], [6.362, -0.137, -3.465], [4.944, 2.539, -3.119], [6.645, 2.219, -3.397], [5.481, 1.920, -4.687], [5.487, -0.552, -1.325], [4.594, 0.777, -1.341]]
}

Record 4
{
  "formula": "C7H15N",
  "method": "ωB97M-V with the def2-TZVPD basis set",
  "gap_ev": 9.58,
  "smiles": "C=CCCNCCC",
  "e_tot_ha": -330.4202,
  "lumo_ev": 1.156,
  "charge": 0,
  "homo_energy_ev": -8.426,
  "multiplicity": 1,
  "species": ["C", "C", "C", "C", "N", "C", "C", "C", "H", "H", "H", "H", "H", "H", "H", "H", "H", "H", "H", "H", "H", "H", "H"],
  "xyz": [[-0.938, -2.044, 3.348], [-0.784, -1.160, 2.378], [-0.144, -1.385, 1.046], [-1.038, -1.030, -0.170], [-1.207, 0.374, -0.445], [-0.346, 0.950, -1.458], [1.169, 1.057, -1.194], [1.758, 2.168, -2.081], [-0.627, -3.077, 3.305], [-1.403, -1.698, 4.264], [-1.033, -0.106, 2.510], [0.146, -2.423, 0.949], [0.734, -0.750, 0.920], [-0.518, -1.519, -0.997], [-2.002, -1.555, -0.172], [-1.315, 0.993, 0.343], [-0.490, 0.396, -2.361], [-0.698, 1.951, -1.658], [1.369, 1.320, -0.153], [1.684, 0.126, -1.414], [1.821, 3.108, -1.558], [2.745, 1.977, -2.450], [1.115, 2.325, -2.952]]
}

Record 5
{
  "formula": "C6H9N",
  "method": "ωB97M-V with the def2-TZVPD basis set",
  "gap_ev": 9.44,
  "e_tot_ha": -288.5964,
  "lumo_ev": 0.748,
  "charge": 0,
  "homo_energy_ev": -8.696,
  "multiplicity": 1,
  "species": ["C", "C", "C", "C", "C", "C", "N", "H", "H", "H", "H", "H", "H", "H", "H", "H"],
  "xyz": [[-0.320, 1.774, 0.426], [-0.122, 0.690, 1.434], [-1.206, -1.147, -0.574], [-0.372, -1.070, -1.695], [0.905, -0.169, 1.479], [1.923, -0.182, 0.468], [2.716, -0.206, -0.377], [0.391, 1.692, -0.402], [-1.336, 1.721, 0.024], [-0.187, 2.755, 0.899], [-0.877, 0.604, 2.213], [-0.965, -2.091, -0.055], [0.464, -1.742, -1.930], [-1.552, -1.500, -1.805], [-0.446, -0.206, -2.362], [0.984, -0.921, 2.258]]
}

Record 6
{
  "formula": "C58H30BrF15GeN6O3S5Ta",
  "method": "ωB97M-V with the def2-TZVPD basis set",
  "gap_ev": 6.22,
  "e_tot_ha": -10979.3716,
  "lumo_ev": -3.673,
  "charge": 1,
  "homo_energy_ev": -9.892,
  "multiplicity": 1,
  "species": ["Ta", "Br", "C", "C", "C", "C", "O", "C", "C", "N", "C", "C", "C", "C", "C", "C", "C", "C", "N", "C", "C", "H", "H", "H", "H", "H", "H", "H", "H", "H", "H", "O", "C", "C", "C", "C", "C", "C", "C", "N", "C", "C", "N", "H", "H", "H", "H", "H", "H", "H", "F", "C", "C", "C", "F", "C", "F", "C", "F", "C", "F", "Ge", "S", "C", "C", "F", "C", "F", "C", "F", "C", "F", "C", "F", "C", "C", "F", "C", "F", "C", "F", "C", "F", "C", "F", "S", "C", "S", "C", "N", "N", "C", "C", "C", "C", "C", "C", "S", "H", "H", "H", "H", "H", "C", "S", "O", "C", "C", "C", "C", "C", "C", "H", "H", "H", "H", "H", "H", "H", "H"],
  "xyz": [[-0.723, 0.219, -1.201], [-1.489, 3.505, -7.986], [-1.339, 2.451, -6.434], [-0.662, 1.235, -6.490], [-0.544, 0.447, -5.357], [-1.098, 0.892, -4.169], [-0.988, 0.148, -3.058], [-1.771, 2.108, -4.100], [-2.333, 2.571, -2.853], [-2.191, 2.009, -1.706], [-2.852, 2.613, -0.600], [-4.067, 3.248, -0.667], [-4.598, 3.869, 0.473], [-3.890, 3.868, 1.647], [-2.652, 3.202, 1.733], [-1.832, 3.218, 2.898], [-0.628, 2.610, 2.870], [-0.245, 1.883, 1.706], [-1.007, 1.764, 0.637], [-2.166, 2.514, 0.618], [-1.897, 2.889, -5.251], [-0.228, 0.908, -7.424], [-0.022, -0.501, -5.381], [-2.908, 3.495, -2.905], [-4.629, 3.251, -1.591], [-5.561, 4.355, 0.414], [-4.270, 4.378, 2.523], [-2.168, 3.748, 3.781], [0.062, 2.623, 3.701], [1.057, 0.733, 0.991], [-2.421, 3.835, -5.208], [0.548, -0.600, -0.032], [1.253, -1.712, 0.316], [2.147, -1.646, 1.375], [2.841, -2.782, 1.749], [2.649, -3.981, 1.069], [1.744, -4.039, 0.029], [1.023, -2.907, -0.355], [0.041, -2.941, -1.424], [-0.791, -1.960, -1.772], [-1.510, -2.418, -2.866], [-1.114, -3.673, -3.163], [-0.150, -3.993, -2.237], [2.278, -0.721, 1.919], [3.527, -2.736, 2.584], [3.196, -4.866, 1.359], [1.582, -4.986, -0.469], [-2.255, -1.813, -3.346], [-1.449, -4.368, -3.911], [0.369, -4.853, -2.208], [5.000, 4.098, -0.901], [4.400, 4.406, -2.057], [3.541, 3.511, -2.668], [3.000, 3.899, -3.885], [2.181, 3.065, -4.548], [3.275, 5.119, -4.471], [2.736, 5.454, -5.639], [4.131, 5.996, -3.823], [4.411, 7.170, -4.367], [4.701, 5.639, -2.613], [5.534, 6.473, -2.002], [2.951, 1.799, -1.938], [0.790, 2.154, -1.734], [3.824, 1.395, -0.240], [4.666, 0.319, -0.012], [4.935, -0.565, -0.981], [5.259, 0.093, 1.219], [6.061, -0.952, 1.405], [4.987, 0.950, 2.272], [5.524, 0.726, 3.463], [4.146, 2.035, 2.083], [3.878, 2.853, 3.095], [3.595, 2.244, 0.833], [2.820, 3.321, 0.671], [3.488, 0.446, -3.254], [4.676, 0.570, -3.957], [5.492, 1.603, -3.725], [5.093, -0.362, -4.893], [6.239, -0.207, -5.542], [4.306, -1.476, -5.141], [4.688, -2.381, -6.028], [3.121, -1.641, -4.446], [2.355, -2.715, -4.657], [2.747, -0.683, -3.524], [1.598, -0.918, -2.855], [-4.112, -5.951, 0.856], [-4.007, -4.308, 0.875], [-3.127, -3.500, -0.393], [-3.424, -1.966, 0.348], [-4.130, -2.050, 1.416], [-4.480, -3.342, 1.716], [-5.316, -3.482, 2.881], [-5.693, -4.722, 3.380], [-6.502, -4.786, 4.508], [-6.941, -3.638, 5.142], [-6.566, -2.404, 4.631], [-5.762, -2.318, 3.509], [-3.033, -0.342, -0.212], [-5.363, -5.630, 2.910], [-6.786, -5.759, 4.886], [-7.571, -3.701, 6.018], [-6.905, -1.492, 5.105], [-5.494, -1.355, 3.107], [-2.471, -0.557, 3.741], [-0.964, -1.236, 3.000], [0.960, 1.347, 1.745], [0.007, -1.440, 4.477], [1.110, -0.623, 4.706], [1.887, -0.803, 5.843], [1.558, -1.789, 6.761], [0.454, -2.601, 6.538], [-0.314, -2.435, 5.396], [-2.223, 0.316, 4.343], [-2.965, -1.306, 4.356], [-3.130, -0.273, 2.923], [1.349, 0.159, 3.997], [2.744, -0.164, 6.015], [2.161, -1.926, 7.649], [0.196, -3.373, 7.251], [-1.161, -3.084, 5.209]]
}